[1]
27
Properties=species:S:1:pos:R:3:forces:R:3:lowdin_charge:R:1 method="wB97M-V/def2-TZVPD" charge=+1 orbital_gap_ev=7.91 total_energy_ev=-16633.75081 de_lowest_kj_mol=436.8
C 3.7299 -0.2358 -0.1171 -0.795 -1.587 -0.923 -0.017
C 3.3772 1.1624 0.1194 0.814 0.413 0.193 -0.045
C 2.7447 -1.1774 -0.3259 2.769 2.957 0.911 0.025
C 2.0968 1.5385 0.2393 -0.534 2.418 0.632 -0.036
C 1.3757 -0.7926 -0.1533 -1.462 -1.019 0.732 -0.257
C 0.9972 0.5972 0.1899 2.290 0.522 -0.609 -0.122
C 0.2290 -1.6938 0.1607 -0.028 1.553 0.293 -0.193
C -2.1413 -1.8179 0.7296 -0.504 -1.884 1.004 -0.165
C -2.4003 -0.3426 0.8385 -0.062 1.524 -0.087 -0.091
C -0.2142 1.0980 0.2368 -2.999 -0.968 1.012 0.039
C -2.2421 1.2021 -0.9855 0.860 2.963 -1.523 -0.038
N -0.6743 -1.8080 1.0353 0.474 -1.211 -1.302 0.134
N -1.4393 0.2960 -0.2029 -0.561 1.800 1.063 -0.136
O 0.4438 -1.2897 -1.1640 -1.621 -1.843 -0.089 0.089
H 4.7854 -0.5524 -0.3136 -1.069 0.553 0.470 0.133
H 4.2109 1.8966 0.1555 -0.873 -0.497 -0.127 0.131
H 3.0782 -2.1249 -0.6083 -0.221 -1.561 -0.371 0.111
H 1.7261 2.6350 0.2645 1.224 -1.833 0.180 0.156
H -2.7367 -2.3088 1.6010 1.314 0.556 -1.494 0.154
H -2.4779 -2.3786 -0.2413 0.726 1.396 1.504 0.164
H -3.4731 -0.0182 0.5279 1.928 -0.572 0.950 0.161
H -1.9976 0.1123 1.8287 -1.256 -1.036 -1.452 0.174
H -0.5511 1.9913 0.7880 0.553 -0.187 -0.863 0.161
H -2.7419 2.0209 -0.4685 0.051 -0.440 0.646 0.121
H -1.5945 1.7356 -1.7126 -0.252 -0.511 0.261 0.131
H -2.9278 0.6370 -1.5227 -1.483 -0.899 -0.970 0.091
H -1.1827 -0.3823 -0.8993 0.716 -0.608 -0.042 0.126

=====

[2]
50
Properties=species:S:1:pos:R:3:forces:R:3:lowdin_charge:R:1 method="wB97M-V/def2-TZVPD" smiles="C[C@@](F)(C(=O)N[C@H]1CN(C(=O)C2CCSCC2)Cc2ccccc21)C(F)(F)F" orbital_gap_ev=9.13 total_energy_ev=-48842.36670 de_lowest_kj_mol=76.2
C -1.5029 3.1246 2.7435 -0.001 -0.001 0.001 0.032
C -0.9803 2.4376 1.5029 -0.256 -0.229 0.585 -0.331
F 0.0239 1.5405 1.8626 -0.001 0.000 0.000 0.036
C -2.0893 1.6930 0.7269 0.057 0.325 -0.994 -0.390
O -3.0332 2.3481 0.3614 0.000 0.000 -0.001 0.141
N -1.8681 0.3891 0.3176 0.879 -0.038 0.583 0.143
C -1.4750 0.1550 -1.0961 -0.675 -0.059 -0.174 -0.218
C 0.0065 -0.1726 -1.2208 -0.001 0.001 -0.002 -0.100
N 0.2703 -1.4822 -0.6532 -0.002 0.001 0.002 -0.024
C 1.3782 -1.8041 0.0986 0.001 -0.002 0.000 -0.409
O 1.6818 -2.9686 0.2844 0.000 0.000 0.000 0.082
C 2.2105 -0.6750 0.6809 0.000 0.001 0.000 -0.266
C 2.8427 -1.1148 2.0006 0.000 0.002 0.003 -0.210
C 3.6149 0.0219 2.6550 0.001 0.000 0.000 -0.481
S 5.0048 0.5943 1.6487 -0.001 0.000 -0.001 0.857
C 4.0775 0.9464 0.1382 0.001 0.000 0.001 -0.482
C 3.2713 -0.2510 -0.3460 0.001 0.003 0.000 -0.200
C -0.3829 -2.5852 -1.3461 0.000 0.000 0.001 -0.080
C -1.7797 -2.2430 -1.7978 0.001 0.001 -0.001 -0.142
C -2.5691 -3.2541 -2.3445 -0.001 -0.001 0.000 -0.037
C -3.8584 -2.9943 -2.7683 0.001 -0.001 -0.001 -0.080
C -4.3834 -1.7112 -2.6484 0.000 0.001 0.000 -0.078
C -3.6060 -0.7046 -2.1094 0.000 0.000 0.000 -0.022
C -2.3029 -0.9615 -1.6895 -0.001 -0.001 -0.001 -0.130
C -0.3023 3.4445 0.5568 -0.002 0.001 0.000 -0.567
F 0.8276 3.9010 1.1091 -0.003 0.000 -0.003 0.166
F 0.0299 2.8694 -0.6151 0.001 0.002 0.003 0.157
F -1.0870 4.4849 0.2947 0.004 -0.002 0.000 0.184
H -2.3410 3.7634 2.4750 0.000 0.000 -0.001 0.102
H -1.8456 2.3680 3.4476 0.001 0.000 0.000 0.105
H -0.7178 3.7181 3.2088 -0.001 0.000 0.001 0.101
H -1.1990 -0.0841 0.9173 0.000 0.002 0.003 0.127
H -1.6863 1.0750 -1.6435 -0.001 -0.001 -0.002 0.153
H 0.2702 -0.1626 -2.2863 0.000 0.000 0.000 0.150
H 0.6034 0.5834 -0.7255 0.001 0.000 0.000 0.098
H 1.5745 0.1864 0.8919 -0.002 0.000 0.000 0.110
H 2.0552 -1.4533 2.6798 0.000 -0.001 -0.001 0.125
H 3.4993 -1.9668 1.8235 0.000 0.000 -0.001 0.119
H 2.9543 0.8680 2.8646 0.000 0.000 0.000 0.075
H 4.0481 -0.2997 3.6019 -0.001 -0.001 0.000 0.072
H 3.4202 1.8040 0.3102 0.000 0.000 0.001 0.077
H 4.8167 1.2425 -0.6059 0.000 0.000 0.000 0.073
H 3.9375 -1.0962 -0.5351 0.000 0.000 0.000 0.127
H 2.7932 0.0050 -1.2973 0.000 -0.002 0.000 0.112
H 0.2223 -2.8884 -2.2109 0.000 0.000 0.000 0.146
H -0.4041 -3.4390 -0.6725 0.001 0.000 0.000 0.133
H -2.1625 -4.2555 -2.4299 0.000 0.000 0.000 0.117
H -4.4592 -3.7905 -3.1882 0.000 0.000 0.000 0.103
H -5.3939 -1.5028 -2.9742 0.000 0.000 0.000 0.103
H -4.0052 0.2973 -1.9978 0.000 0.000 0.000 0.118